{"formula": "C26H66O31S8V", "method": "ωB97M-V/def2-TZVPD", "gap_ha": [0.29455, 0.31213], "total_charge": 0, "relative_energy_kj_mol": 0.0, "spin_multiplicity": 2, "s2": 0.770, "lumo_energy_ev": [-0.945, -0.467], "symbols": ["O", "V", "O", "C", "O", "O", "H", "O", "C", "O", "O", "H", "O", "S", "O", "O", "C", "C", "C", "H", "H", "H", "H", "H", "H", "H", "H", "O", "S", "O", "O", "C", "C", "C", "H", "H", "H", "H", "H", "H", "H", "H", "O", "S", "O", "O", "C", "C", "C", "H", "H", "H", "H", "H", "H", "H", "H", "O", "S", "O", "O", "C", "C", "C", "H", "H", "H", "H", "H", "H", "H", "H", "O", "S", "O", "O", "C", "C", "C", "H", "H", "H", "H", "H", "H", "H", "H", "O", "S", "O", "O", "C", "C", "C", "H", "H", "H", "H", "H", "H", "H", "H", "O", "S", "O", "O", "C", "C", "C", "H", "H", "H", "H", "H", "H", "H", "H", "O", "S", "O", "O", "C", "C", "C", "H", "H", "H", "H", "H", "H", "H", "H"], "coordinates": [[-21.07785, -2.74389, 6.91308], [-19.93560, -3.58683, 6.32098], [-20.34121, -4.49278, 2.51242], [-20.22311, -4.20997, 3.77205], [-21.21008, -4.11927, 4.55386], [-19.09016, -4.00359, 4.30474], [-19.48553, -4.51764, 2.01692], [-16.14538, -5.40284, 0.32170], [-17.42217, -5.76360, 0.74135], [-17.91491, -4.88870, 1.54424], [-17.91243, -6.82077, 0.38996], [-16.06997, -4.63574, 0.90510], [-24.93238, -2.89898, 6.62323], [-24.94877, -4.24585, 7.10645], [-24.43560, -4.51922, 8.39695], [-26.45710, -4.75903, 6.99658], [-27.18980, -4.27092, 5.85436], [-28.37994, -5.20591, 5.66281], [-24.18173, -5.28036, 5.85815], [-26.57800, -4.35639, 4.95687], [-27.56530, -3.27592, 6.07366], [-28.05791, -6.24289, 5.70773], [-28.88814, -4.92600, 4.73941], [-29.13153, -5.03140, 6.43533], [-23.57103, -6.05578, 6.31477], [-23.58225, -4.74425, 5.12645], [-24.99000, -5.82077, 5.36721], [-19.58203, -7.39255, 5.37246], [-19.58407, -8.47863, 4.42572], [-18.83547, -9.66125, 4.67407], [-21.09234, -8.89244, 4.20181], [-22.05328, -7.85896, 3.87364], [-22.98833, -8.39211, 2.81953], [-19.13757, -7.84666, 2.79828], [-21.48985, -7.00016, 3.50209], [-22.60989, -7.58332, 4.76845], [-22.46178, -8.64167, 1.89733], [-23.70022, -7.61698, 2.51392], [-23.60747, -9.20708, 3.19124], [-18.10131, -8.11567, 2.60958], [-19.16270, -6.76066, 2.83423], [-19.79007, -8.28013, 2.05035], [-18.32219, -2.19306, 6.30447], [-17.44833, -1.15584, 5.82736], [-17.69900, 0.19153, 6.18404], [-16.00602, -1.52444, 6.35261], [-14.92963, -0.62925, 6.02469], [-13.85421, -0.84093, 7.07313], [-17.28945, -1.33129, 4.07822], [-15.23003, 0.41803, 6.03387], [-14.52184, -0.89886, 5.04800], [-13.57540, -1.89507, 7.09915], [-14.19417, -0.57741, 8.07469], [-12.97503, -0.23460, 6.85722], [-18.31161, -1.37385, 3.70584], [-16.69467, -2.20071, 3.81261], [-16.79057, -0.44946, 3.67956], [-19.21290, 0.56989, -3.44936], [-19.51015, -0.65615, -2.80506], [-19.59755, -1.87949, -3.52967], [-18.38708, -0.83386, -1.68329], [-18.44614, -2.01273, -0.87518], [-18.87005, -1.75045, 0.55044], [-20.98102, -0.44672, -1.82772], [-17.55257, -2.63491, -0.97494], [-19.14364, -2.73160, -1.32577], [-18.80543, -2.69110, 1.09867], [-19.85608, -1.29340, 0.53300], [-18.19422, -1.05572, 1.05577], [-21.32346, -1.43037, -1.50680], [-21.74993, -0.11060, -2.52442], [-20.78748, 0.27820, -1.04612], [-21.76172, -3.56566, -1.00128], [-22.32979, -4.68204, -0.34750], [-22.98350, -4.54327, 0.92106], [-23.39970, -5.30639, -1.36156], [-24.34688, -6.24226, -0.82786], [-24.99062, -6.98156, -1.98777], [-21.16472, -6.05038, -0.24922], [-25.16356, -5.73653, -0.31604], [-23.79738, -6.95895, -0.21682], [-24.35501, -7.75301, -2.43786], [-25.09551, -6.30404, -2.84033], [-25.92956, -7.46661, -1.73605], [-20.17607, -5.65754, -0.02651], [-21.15479, -6.45663, -1.26063], [-21.59571, -6.79454, 0.40981], [-20.57474, 0.22566, 2.81420], [-21.28166, -0.60527, 3.72061], [-20.57844, -1.30866, 4.74757], [-22.43030, 0.25019, 4.37971], [-23.45159, -0.43269, 5.11269], [-23.61147, 0.15801, 6.49148], [-22.20572, -1.77203, 2.72537], [-23.26757, -1.50671, 5.21943], [-24.40506, -0.43304, 4.57492], [-23.87375, 1.21463, 6.42883], [-22.74825, -0.05184, 7.11937], [-24.46363, -0.31123, 6.98535], [-22.66018, -2.54097, 3.34000], [-21.54960, -2.12720, 1.93878], [-23.02782, -1.18676, 2.31030], [-18.10553, -4.98144, 6.74091], [-16.78758, -5.41554, 6.38459], [-15.61228, -4.69619, 6.74720], [-16.70728, -6.85056, 7.05419], [-15.50414, -7.61142, 6.96599], [-15.85504, -9.02556, 7.39659], [-16.75505, -5.78194, 4.64473], [-14.73666, -7.24328, 7.64926], [-15.05705, -7.66958, 5.97294], [-16.23703, -9.08688, 8.41562], [-14.99591, -9.69089, 7.31647], [-16.63629, -9.41756, 6.73987], [-15.96160, -6.49302, 4.44896], [-16.73275, -4.84747, 4.09372], [-17.73183, -6.24006, 4.50705], [-22.36732, -7.00453, 8.11519], [-21.13420, -6.30576, 8.16821], [-20.76604, -5.41877, 7.11308], [-21.13215, -5.37587, 9.45360], [-21.85162, -5.90744, 10.59870], [-21.18108, -5.41966, 11.87465], [-19.81012, -7.40752, 8.54878], [-21.95197, -6.99180, 10.60914], [-22.84094, -5.45730, 10.53000], [-21.91913, -5.67088, 12.64640], [-21.07878, -4.34151, 11.82119], [-20.32687, -6.02389, 12.17103], [-20.05882, -7.79353, 9.53703], [-18.89302, -6.83863, 8.67623], [-19.78872, -8.15323, 7.76046]], "forces_ev_per_a": [[0.4, 0.0, 0.6], [-0.8, -1.1, -2.3], [-1.4, 0.0, -0.3], [1.1, 0.4, 1.3], [-0.6, -0.2, 0.5], [0.6, 0.2, 0.3], [1.1, -0.4, 0.2], [-0.7, -0.2, 0.4], [0.0, 0.3, 0.5], [-0.4, 0.1, -0.1], [-0.1, -0.2, -0.4], [0.6, 0.3, -0.4], [0.0, 0.3, -0.1], [0.2, 0.3, -1.6], [-0.2, -0.5, 0.6], [0.5, 0.0, 0.7], [-1.0, -0.9, -0.1], [-0.2, 0.7, 0.5], [-0.1, -0.7, 0.1], [0.2, 0.5, 0.1], [0.5, 0.2, -0.3], [-0.1, -0.1, -0.3], [0.2, -0.4, -0.2], [0.2, -0.2, 0.2], [0.1, 0.2, 0.4], [0.0, 0.4, 0.2], [0.0, 0.2, -0.2], [0.3, -0.1, 0.2], [-0.3, 1.0, -1.4], [-0.1, -0.4, 0.5], [-0.1, -0.8, 0.3], [0.2, 0.2, -0.3], [-0.5, 0.4, -0.4], [0.3, 0.1, 0.9], [-0.3, 0.2, 0.1], [0.3, 0.0, 0.1], [0.1, -0.4, 0.2], [0.1, 0.2, 0.3], [0.3, -0.3, -0.1], [-0.1, -0.2, -0.1], [-0.3, 0.0, -0.3], [0.0, 0.0, -0.1], [-0.1, -0.6, 0.7], [1.2, 0.6, -0.9], [-0.6, 0.3, 0.1], [-0.8, -0.5, 0.1], [1.1, 0.3, 0.4], [0.0, -0.3, 0.2], [-0.1, 0.3, -0.1], [-0.4, -0.1, -0.1], [-0.3, 0.0, -0.1], [0.1, 0.0, 0.0], [-0.2, 0.1, -0.1], [0.0, 0.0, -0.2], [0.1, -0.2, -0.1], [-0.3, -0.3, 0.2], [-0.1, 0.1, 0.2], [0.2, 0.5, -0.3], [-0.1, -0.4, 1.0], [-0.2, -0.2, -0.4], [0.1, 0.4, 0.0], [-0.6, -1.8, -0.3], [0.6, 0.5, -0.2], [-0.2, -0.4, -0.8], [0.6, 0.9, 0.2], [-0.4, 0.4, 0.0], [-0.3, 0.0, 0.0], [-0.1, -0.2, 0.4], [0.0, 0.1, -0.1], [0.3, 0.1, 0.4], [0.1, 0.3, 0.0], [-0.1, 0.0, 0.1], [0.4, 0.6, -0.5], [-0.5, -1.8, 0.9], [0.0, 0.3, 0.0], [0.1, 0.5, -0.2], [-0.4, -0.8, -0.6], [0.8, -0.2, -1.2], [-0.6, 0.8, -1.0], [0.5, 0.2, 0.5], [-0.3, 0.1, 0.4], [0.2, -0.1, 0.5], [-0.6, 0.2, 0.3], [-0.1, 0.3, 0.2], [0.0, -0.3, 0.5], [0.2, 0.0, 0.0], [0.3, 0.1, 0.4], [0.4, 0.8, 0.0], [-1.3, -1.3, -0.7], [0.5, 0.1, 0.2], [0.3, 0.4, -0.4], [-0.9, -1.2, 0.9], [-0.5, 0.0, 0.0], [-0.5, 0.8, 0.4], [0.6, 0.2, 0.0], [0.2, 0.6, -0.3], [0.4, 0.1, 0.1], [0.2, 0.3, -0.1], [0.0, -0.2, -0.1], [0.4, -0.3, 0.0], [0.0, -0.3, 0.1], [0.2, 0.0, -0.3], [-0.6, 0.7, 0.7], [1.2, -1.1, -1.1], [-0.2, 0.5, 0.2], [-0.5, 0.4, -0.2], [0.9, -1.3, 0.8], [-0.5, -0.2, -0.3], [-0.9, -0.1, 0.9], [-0.2, 0.5, -0.1], [-0.4, 0.4, -0.2], [0.1, 0.2, 0.0], [0.1, 0.1, 0.0], [0.0, 0.0, 0.0], [0.2, 0.2, -0.2], [0.2, -0.1, -0.1], [0.1, 0.0, -0.3], [-0.2, -0.4, -0.6], [0.5, 0.4, 1.8], [0.3, 0.8, -1.1], [0.3, -0.7, -0.5], [-0.2, 0.9, 0.8], [-1.2, -0.9, 0.0], [-0.4, 0.3, 0.3], [0.2, 0.0, -0.4], [-0.1, -0.2, 0.0], [0.0, 0.4, 0.1], [0.5, 0.0, 0.3], [0.5, 0.5, -0.3], [-0.1, -0.4, -0.2], [0.1, 0.0, -0.5], [0.3, -0.1, 0.1]]}